<1>
The following is a DFT calculation (wB97M-V/def2-TZVPD) of an isolated ion of composition C4H6N3 and charge +1.

HOMO-LUMO gap = 9.1 eV
LUMO energy = -4.551 eV
HOMO energy = -13.67 eV
Net charge = +1

Each line ends with the Mulliken charge.
Geometry (Å):
C (0.794, -1.028, 0.338)  -1.174
C (0.125, 0.314, 0.741)  0.418
C (0.977, 1.508, 0.179)  0.039
N (1.450, 2.421, -0.339)  0.012
N (-1.114, 0.629, 0.197)  -0.436
C (-2.280, 0.344, 0.125)  0.342
N (-3.451, 0.199, 0.115)  -0.253
H (0.470, -1.547, -0.683)  0.314
H (0.756, -1.727, 1.161)  0.344
H (1.737, -0.699, 0.109)  0.427
H (0.146, 0.473, 1.757)  0.355
H (1.481, 3.348, -0.783)  0.370
H (-4.390, 0.362, 0.097)  0.241


<2>
The following is a DFT calculation (wB97M-V/def2-TZVPD) of C4H6N3 as an isolated structure.

HOMO-LUMO gap = 8.7 eV
LUMO energy = -6.516 eV
HOMO energy = -15.26 eV
Net charge = +1

Each line ends with the Mulliken charge.
Geometry (Å):
C (-1.816, -0.976, 0.435)  -0.119
C (-2.475, 0.209, -0.080)  -0.026
C (-0.088, 0.293, -0.081)  0.512
C (2.326, -0.052, -0.069)  -0.730
N (-0.532, -0.924, 0.382)  -0.325
N (-1.772, 1.181, -0.394)  -0.374
N (1.064, 0.807, -0.275)  -0.051
H (-2.301, -1.744, 1.015)  0.411
H (-3.498, 0.419, -0.102)  0.460
H (2.377, -0.663, -0.950)  0.357
H (3.193, 0.595, 0.060)  0.303
H (2.254, -0.806, 0.762)  0.306
H (1.269, 1.662, -0.704)  0.275


<3>
The following is a DFT calculation (wB97M-V/def2-TZVPD) of an isolated ion of composition C4H6N3 and charge +1.

HOMO-LUMO gap = 8.0 eV
LUMO energy = -7.033 eV
HOMO energy = -15.02 eV
Net charge = +1

Each line ends with the Mulliken charge.
Geometry (Å):
C (2.033, -0.843, 0.063)  -0.707
N (1.127, 0.249, -0.007)  -0.117
C (-0.139, 0.139, 0.113)  0.822
C (-1.268, 1.156, 0.096)  -0.429
C (-2.364, 0.411, 0.065)  -0.261
N (-2.096, -0.972, 0.004)  -0.272
N (-0.867, -1.143, 0.059)  -0.083
H (2.461, -0.730, -0.988)  0.327
H (1.407, -1.788, 0.087)  0.361
H (2.909, -0.553, 0.797)  0.295
H (1.404, 1.290, -0.214)  0.346
H (-1.125, 2.263, 0.016)  0.292
H (-3.482, 0.522, -0.092)  0.426


<4>
The following is a DFT calculation (wB97M-V/def2-TZVPD) of an isolated ion of composition C4H6N3 and charge +1.

HOMO-LUMO gap (alpha / beta) = 7.6 / 8.0 eV
LUMO energy (alpha / beta) = -6.479 / -6.074 eV
HOMO energy (alpha / beta) = -14.04 / -14.12 eV
Net charge = +1

Each line ends with the Mulliken charge.
Geometry (Å):
C (0.037, 1.674, -0.291)  -0.144
C (1.314, 0.356, 1.102)  0.456
C (-0.757, 0.545, -0.856)  -0.175
C (-0.463, -0.714, -0.071)  -0.840
N (0.944, 1.494, 0.611)  -0.358
N (2.330, -1.226, 2.487)  -0.766
N (1.889, -0.261, 1.966)  0.659
H (0.015, 2.700, -0.652)  0.469
H (-1.818, 0.843, -0.600)  0.263
H (-0.568, 0.575, -1.862)  0.379
H (0.231, -1.568, -0.436)  0.348
H (-1.114, -1.090, 0.613)  0.388
H (3.234, -1.646, 2.430)  0.322


According to the calculations, the structures order from most to least stable as <2>, <1>, <3>, <4>.